Computed, not measured: C32H25FeN5S2Te as an isolated structure, with ωB97M-V/def2-TZVPD.

Its strongest force on any atom is 0.21 eV/Å. The calculation puts the HOMO-LUMO gap (alpha / beta) at 6.00 / 6.00 eV. The value obtained for the highest occupied orbital energy (alpha / beta) is -6.8 / -6.8 eV. Its LUMO energy (alpha / beta) is -0.8 / -0.8 eV. Its charge is 0.

Each line ends with the Löwdin charge.
Cartesian coordinates (Å):
1 Te -1.143 0.884 -1.244  1.513
2 Fe 0.737 1.279 0.514  0.001
3 S 2.689 1.607 1.805  0.717
4 S 4.922 0.932 -0.234  1.045
5 N -0.551 3.490 1.602  0.105
6 N -0.387 2.219 1.688  -0.096
7 N 2.378 0.590 -0.540  -0.083
8 N 0.917 3.143 -0.206  -0.018
9 N 0.127 -0.301 1.627  0.003
10 C 4.355 0.292 -1.753  -0.467
11 C -3.330 -0.978 -0.672  -0.286
12 C -1.193 -0.705 3.686  -0.013
13 C 1.133 -4.283 0.716  -0.102
14 C -0.654 0.099 2.624  -0.239
15 C 2.105 -3.293 0.784  -0.077
16 C 1.656 4.966 -1.550  -0.053
17 C -0.970 1.498 2.684  -0.221
18 C 0.891 5.845 -0.790  -0.060
19 C -1.980 -0.143 4.643  -0.076
20 C 0.438 -1.657 1.407  -0.271
21 C 4.420 -0.540 -3.984  -0.094
22 C -2.889 0.363 -0.142  -0.374
23 C 3.027 -0.628 -3.984  -0.082
24 C 2.291 -0.265 -2.871  -0.017
25 C 2.955 0.193 -1.736  -0.303
26 C -2.307 1.242 4.655  -0.096
27 C -4.564 -1.511 -0.315  -0.039
28 C -1.792 2.052 3.691  -0.022
29 C -2.474 -1.713 -1.488  -0.290
30 C -2.867 -2.967 -1.942  -0.040
31 C -4.949 -2.763 -0.768  -0.082
32 C -0.184 -3.959 1.007  -0.088
33 C 5.095 -0.076 -2.868  -0.092
34 C -1.112 -1.165 -1.834  -0.395
35 C 0.180 3.993 0.535  -0.320
36 C -0.530 -2.661 1.352  -0.055
37 C 1.764 -1.995 1.127  -0.023
38 C -4.098 -3.492 -1.586  -0.082
39 C 3.273 1.006 0.328  -1.112
40 C 0.144 5.360 0.262  -0.001
41 C 1.638 3.625 -1.221  -0.106
42 H 2.256 5.309 -2.380  0.105
43 H -0.956 -4.717 0.954  0.102
44 H 2.517 -1.224 1.191  0.079
45 H 4.977 -0.830 -4.865  0.101
46 H -2.622 0.320 0.915  0.050
47 H -2.194 -3.540 -2.569  0.118
48 H 0.883 6.903 -1.020  0.109
49 H 1.214 -0.339 -2.872  0.068
50 H -4.394 -4.469 -1.946  0.102
51 H -5.226 -0.939 0.325  0.117
52 H 6.174 0.000 -2.867  0.108
53 H -0.311 -1.685 -1.299  0.059
54 H -5.912 -3.167 -0.486  0.102
55 H -3.653 1.125 -0.275  0.063
56 H 2.515 -0.986 -4.868  0.103
57 H -1.984 3.116 3.670  0.106
58 H -0.929 -1.225 -2.905  0.054
59 H 1.401 -5.296 0.444  0.097
60 H -1.566 -2.418 1.548  0.113
61 H 2.215 2.898 -1.779  0.114
62 H -0.945 -1.755 3.732  0.105
63 H -0.461 5.999 0.889  0.113
64 H -2.936 1.641 5.438  0.096
65 H -2.361 -0.773 5.438  0.104
66 H 3.139 -3.533 0.572  0.103